[1]
11
Properties=species:S:1:pos:R:3:forces:R:3:nbo_charge:R:1 method="wB97M-V/def2-TZVPD" charge=-1 spin_multiplicity=1 de_lowest_kcal_mol=69.4 gap_ev="7.8487 / 7.8492"
C -2.224 0.225 0.122 -0.3 -0.1 -0.1 -0.320
C -1.309 -0.691 0.387 2.1 1.7 -0.5 0.250
C -1.935 1.702 0.025 1.0 0.6 0.7 0.380
C -1.223 -2.241 0.155 0.4 1.0 0.4 0.719
N 0.512 0.579 0.707 -2.8 -1.5 0.9 -0.870
O -0.317 -2.783 -0.436 0.8 0.1 -0.3 -0.679
O -2.752 2.582 -0.084 0.4 -0.6 -0.2 -0.560
O -2.290 -2.584 0.634 -1.4 -1.1 0.6 -0.654
S -0.134 2.034 0.263 -1.4 0.6 -0.2 0.355
Cl -3.906 -0.172 -0.222 0.8 0.2 0.2 0.034
H 0.987 0.199 -0.068 0.6 -0.7 -1.3 0.345



[2]
16
Properties=species:S:1:pos:R:3:forces:R:3:nbo_charge:R:1 method="wB97M-V/def2-TZVPD" charge=+1 spin_multiplicity=1 de_lowest_kcal_mol=84.1 gap_ev=8.3647
C -2.723 0.526 1.060 0.9 -0.7 2.0 -0.101
C -2.262 0.194 2.274 -0.6 -0.5 0.2 -0.301
C -0.626 0.579 -0.275 -1.4 1.0 0.7 0.153
N -1.804 0.995 0.062 0.0 -0.4 -0.3 -0.435
H -3.733 0.309 0.720 -0.1 1.3 0.1 0.260
H -1.318 -0.298 2.461 0.9 1.2 -0.2 0.215
H -2.839 0.226 3.198 -0.7 -0.7 -0.6 0.246
H -0.321 0.883 -1.262 0.9 0.5 0.1 0.238
H -0.037 0.074 0.482 0.1 -1.1 -0.7 0.262
H -2.176 1.888 -0.267 0.0 -0.6 -1.4 0.452
H 4.288 -0.820 -4.091 -0.4 0.4 0.2 0.474
H 3.242 -1.817 -3.782 -0.4 0.0 0.1 0.466
O 3.393 -0.868 -3.712 0.7 -0.4 -0.3 -0.940
H 2.726 -0.971 0.434 0.2 0.0 0.4 0.503
H 2.144 -0.450 1.830 0.5 -0.3 -0.5 0.490
O 2.044 -0.450 0.867 -0.8 0.4 0.2 -0.982



[3]
14
Properties=species:S:1:pos:R:3:forces:R:3:nbo_charge:R:1 method="wB97M-V/def2-TZVPD" charge=0 spin_multiplicity=1 de_lowest_kcal_mol=155.6 gap_ev=9.2094
C -0.614 -2.396 -1.064 -3.1 0.1 0.2 -0.104
C -1.927 -2.221 -1.195 0.6 -0.4 0.1 -0.077
C 0.341 -1.524 -0.758 3.5 1.8 1.3 0.291
C -1.320 -0.842 -0.720 2.0 -0.3 -2.5 -0.168
C -1.749 -0.063 0.454 0.5 0.5 2.7 -0.648
C 1.994 0.052 -0.078 -2.4 -0.1 0.7 -0.425
N 1.550 -1.255 -0.528 -1.8 -0.9 0.1 -0.388
H -1.212 -0.185 -1.630 -0.3 -0.7 0.9 0.216
H -1.839 -0.496 1.509 0.6 0.0 -1.6 0.239
H -2.735 0.234 0.240 -1.6 0.3 -0.4 0.239
H -1.209 0.912 0.541 0.0 -0.9 -0.1 0.222
H 1.777 0.672 -0.898 0.4 1.4 -0.9 0.204
H 2.990 0.065 0.225 1.8 -0.2 0.0 0.209
H 1.436 0.476 0.790 0.0 -0.6 -0.5 0.191



[4]
18
Properties=species:S:1:pos:R:3:forces:R:3:nbo_charge:R:1 method="wB97M-V/def2-TZVPD" charge=+1 spin_multiplicity=1 de_lowest_kcal_mol=128.0 gap_ev="7.4287 / 7.8828"
C 1.537 0.458 2.534 -0.5 0.3 1.6 -0.282
C 1.228 0.350 1.251 0.5 -0.6 -1.6 -0.048
C -0.154 0.024 -1.557 -1.0 0.7 2.7 0.569
C -1.344 0.848 -1.781 -1.1 -1.3 -2.6 -0.783
C -1.065 -0.406 1.390 1.5 -1.9 2.0 -0.466
N 0.214 -0.347 0.808 -0.6 -0.4 -2.7 -0.262
N 0.372 -0.832 -2.282 2.0 -3.7 -2.8 -0.721
H 2.542 0.741 2.736 0.4 0.2 0.8 0.227
H 0.790 0.124 3.248 0.6 0.2 0.4 0.206
H 1.985 0.522 0.511 0.4 0.3 -0.3 0.200
H -1.089 1.545 -2.581 0.1 0.5 0.1 0.286
H -1.645 1.380 -0.906 -0.4 0.3 0.4 0.268
H -2.233 0.251 -2.328 1.8 1.0 1.6 0.277
H -1.284 -1.418 1.719 0.1 -0.6 -0.4 0.237
H -1.145 0.102 2.305 -0.4 1.6 1.0 0.204
H -1.757 -0.188 0.670 -2.1 0.9 -1.5 0.218
H 0.119 -0.974 -3.290 -0.3 0.4 0.9 0.412
H 1.077 -1.626 -2.057 -1.2 2.3 0.4 0.458